Density functional theory data (the ωB97M-V functional and the def2-TZVPD basis) for C37H58BBrHfN10Sb as an isolated structure.

Positions of all 109 atoms, in Å:
Hf: 0.11881 0.11906 0.03688
C: -4.09006 1.22774 -3.40688
C: -2.78380 0.41070 -3.29476
C: -3.14349 -0.92095 -2.62240
C: -1.67866 1.35496 -2.79178
C: -1.50434 2.53919 -3.50935
C: -0.55754 3.26872 -2.83784
N: -0.14530 2.55575 -1.79404
N: -0.79626 1.34735 -1.73860
B: 0.80120 3.04153 -0.70961
N: 2.03797 2.07240 -0.69596
C: 3.28171 2.54728 -0.80621
C: 4.10912 1.54110 -1.24096
C: 3.29965 0.42043 -1.40850
N: 2.02216 0.72716 -1.04852
C: 3.82873 -0.81913 -2.09081
C: 3.16039 -0.98503 -3.46519
C: 3.91909 -2.10694 -1.26912
N: 0.10585 3.06401 0.66044
C: -0.27691 4.10951 1.39299
C: -0.87068 3.64271 2.55737
C: -0.81997 2.25562 2.47363
N: -0.24304 1.91171 1.29954
C: -1.20286 1.24300 3.51630
C: -2.71175 1.23789 3.78070
C: -0.44640 1.52830 4.81896
H: -4.84545 0.63250 -3.91839
H: -3.97467 2.15502 -3.96008
H: -4.47338 1.47450 -2.41587
H: -2.47700 0.17063 -4.31627
H: -3.21804 -0.86305 -1.53763
H: -2.48991 -1.74282 -2.90273
H: -4.12845 -1.21438 -2.98257
H: -2.01636 2.83354 -4.40956
H: -0.14905 4.24930 -3.03054
H: 1.17667 4.14371 -0.95790
H: 3.48269 3.59094 -0.61786
H: 5.15994 1.61312 -1.47008
H: 4.86497 -0.55460 -2.30350
H: 2.06960 -1.04050 -3.41268
H: 3.52998 -1.88334 -3.96187
H: 3.38607 -0.13286 -4.10639
H: 2.97162 -2.61696 -1.14092
H: 4.34486 -1.92128 -0.28536
H: 4.58524 -2.80019 -1.78470
H: -0.08409 5.11720 1.05548
H: -1.24979 4.23736 3.37297
H: -0.89697 0.25560 3.14394
H: -3.02340 2.19149 4.21062
H: -2.97144 0.45678 4.49651
H: -3.28828 1.08530 2.86962
H: -0.76446 2.48436 5.23834
H: 0.63268 1.57444 4.66711
H: -0.66076 0.75772 5.56044
Br: 3.02175 -5.93431 4.03552
C: 1.94041 -4.65162 3.20754
C: 0.75498 -4.24700 3.81006
C: -0.03189 -3.28432 3.20194
C: 0.34479 -2.74036 1.97637
C: 1.53716 -3.13615 1.38684
C: 2.33330 -4.08856 1.99926
N: -0.50733 -1.76848 1.32112
C: -1.76483 -2.00537 1.43142
C: -2.74837 -1.03255 0.99058
C: -4.10093 -1.22377 1.18526
C: -4.97458 -0.19754 0.83760
C: -4.44284 0.97810 0.34338
C: -3.06860 1.07938 0.15619
N: -2.22964 0.08331 0.44197
H: 0.46168 -4.66604 4.76303
H: -0.92044 -2.93695 3.71800
H: 1.81331 -2.74164 0.42170
H: 3.25441 -4.41088 1.52975
H: -2.11523 -2.92486 1.89129
H: -4.46277 -2.14734 1.62061
H: -6.04215 -0.31170 0.97641
H: -5.07528 1.82199 0.10080
H: -2.63575 1.98866 -0.23715
C: -1.13444 -4.29533 -1.32979
C: 0.07372 -3.83226 -2.13655
C: -0.26347 -3.67140 -3.61771
C: 1.22569 -4.81822 -1.96896
N: 0.57754 -2.55871 -1.54012
N: -0.38125 -1.49658 -1.54120
H: -1.40653 -5.30841 -1.62568
H: -2.02807 -3.68294 -1.50645
H: -0.90098 -4.30977 -0.26087
H: -0.59723 -4.62446 -4.02999
H: 0.61538 -3.35890 -4.18756
H: -1.06968 -2.95671 -3.79682
H: 0.94926 -5.78412 -2.39122
H: 1.46914 -4.96257 -0.91407
H: 2.12049 -4.47503 -2.49529
H: 1.35504 -2.23702 -2.09967
H: -1.24391 -1.93283 -1.22963
H: -0.58633 -1.13652 -2.46986
C: 4.37841 -0.56416 2.01968
Sb: 2.36979 0.06423 2.26852
C: 2.06689 -0.78868 4.18375
C: 2.74940 2.10182 2.74798
H: 4.93911 -0.14488 2.85524
H: 4.79971 -0.19429 1.08891
H: 4.44215 -1.65062 2.06286
H: 2.78321 -0.33200 4.86772
H: 2.27444 -1.85548 4.11242
H: 1.05930 -0.63594 4.56345
H: 3.35619 2.15433 3.65101
H: 1.82570 2.65493 2.90510
H: 3.30630 2.55408 1.92898

Forces on atoms 1 to 3 (eV/Å):
Hf 0.1 -0.3 0.2
C 0.0 0.0 0.0
C -0.1 0.0 0.1

**Calculated total energy**: -4878.693111 hartree
**Gap between HOMO and LUMO**: 6.2 eV
**Total charge**: +3
**LUMO energy**: -9.66 eV
**HOMO energy**: -15.884 eV
**Multiplicity**: 1
**Molar mass**: 1033.9 u